Formula: C32H52ClLuO3PS
Source: OMol25
Level of theory: ωB97M-V with the def2-TZVPD basis set

```
91
Properties=species:S:1:pos:R:3:mulliken_charge:R:1
Lu 0.48334 -1.10172 1.19071 0.853
Cl -1.03611 -2.79697 0.40536 -0.680
P 1.08852 0.22662 -1.37957 0.322
C -1.24897 1.97756 1.73878 -1.278
H -0.46025 2.72471 1.53002 0.119
H -1.31135 1.88233 2.83447 0.559
C 1.30117 -1.01269 -2.77486 -0.044
C 2.69851 0.45274 -0.41843 0.812
C 1.77452 -0.50122 -4.13958 -0.489
H 2.07680 -1.69718 -2.38393 0.630
C 1.88376 -1.64468 -5.16061 -1.026
H 1.05934 0.24162 -4.52033 0.002
H 2.74935 0.00200 -4.05162 0.201
C 0.60410 -2.47847 -5.26821 -0.702
H 2.13695 -1.22566 -6.14085 0.389
H 2.71631 -2.29571 -4.86358 0.390
C 0.10460 -2.94907 -3.90083 -0.879
H -0.18054 -1.87836 -5.74627 0.306
H 0.77836 -3.34260 -5.91649 0.377
C -0.02794 -1.77966 -2.92324 0.213
H -0.86124 -3.45620 -4.00107 0.401
H 0.81353 -3.67810 -3.48628 0.354
H -0.80992 -1.08849 -3.27745 0.239
H -0.36920 -2.16146 -1.94980 -0.405
C 0.75705 1.89699 -2.15298 0.406
C 2.69679 1.78188 0.36049 0.118
H 2.70636 -0.37812 0.33574 0.164
C 3.96994 1.94283 1.20289 -0.911
H 2.62805 2.62737 -0.34018 0.100
H 1.80866 1.85444 1.01018 -0.672
C 5.25401 1.71181 0.39673 -0.645
H 3.98782 2.94675 1.64586 0.396
H 3.93227 1.23040 2.03786 0.334
C 5.22192 0.42236 -0.43334 -1.078
H 5.42504 2.56809 -0.27052 0.283
H 6.10901 1.67952 1.08195 0.370
C 3.94892 0.27536 -1.28127 -0.544
H 6.09824 0.37994 -1.08983 0.412
H 5.28672 -0.43880 0.24468 0.363
H 3.96205 1.01526 -2.09627 0.131
H 3.94171 -0.71399 -1.76037 0.270
C -0.52352 1.90398 -3.00379 -0.904
H 0.56187 2.51638 -1.25638 0.534
C -0.89917 3.33624 -3.41056 -0.776
H -0.37785 1.29659 -3.91013 0.289
H -1.35441 1.44445 -2.44818 -0.074
C 0.24882 4.08469 -4.10190 -0.774
H -1.76956 3.30754 -4.07585 0.433
H -1.20261 3.89465 -2.51336 0.258
C 1.57184 3.98268 -3.33261 -1.056
H 0.38657 3.68199 -5.11529 0.311
H -0.01978 5.14153 -4.21990 0.417
C 1.92168 2.54905 -2.91603 -0.322
H 2.38741 4.38798 -3.94410 0.405
H 1.51466 4.60704 -2.43007 0.373
H 2.15124 1.96134 -3.81560 0.132
H 2.83720 2.56883 -2.31133 0.020
C -3.04780 1.56206 0.03224 -0.606
C -2.56974 2.47967 1.16035 1.018
H -2.55771 1.66845 -0.93646 0.007
C -3.63502 2.63100 2.25692 -1.497
H -2.35776 3.46024 0.71603 0.423
C -4.20878 1.27304 2.65450 0.230
H -3.21080 3.13365 3.13165 0.441
H -4.43459 3.27019 1.85868 0.392
C -4.86570 0.57669 1.46853 -0.888
H -3.39982 0.65341 3.06583 -0.327
H -4.94366 1.40028 3.46350 0.368
C -3.88138 0.40758 0.27480 -0.047
H -5.25402 -0.40173 1.77440 0.391
H -5.71879 1.17831 1.11709 0.314
H -3.24234 -0.48631 0.46690 -0.046
H -4.44894 0.17435 -0.64546 0.392
C -2.31643 -6.23276 7.07902 -1.379
C -1.98359 -5.03111 6.23812 0.955
C -2.96292 -4.05005 6.03635 -0.671
C -2.67672 -2.90804 5.29041 -0.522
C -1.40811 -2.73888 4.73409 -0.139
C -0.43484 -3.71383 4.89608 -0.390
C -0.72717 -4.86308 5.64508 -0.713
S -1.14477 -1.25642 3.73121 0.787
O -1.32744 -0.10428 4.62136 -0.653
O 0.34087 -1.47630 3.29782 -0.689
O -0.67425 0.69782 1.31495 0.129
H -2.64929 -5.92647 8.07927 0.317
H -3.13731 -6.81186 6.63708 0.302
H -1.45293 -6.89397 7.19295 0.337
H -3.94882 -4.18332 6.47248 0.339
H -3.44318 -2.14760 5.15677 0.378
H 0.55658 -3.59310 4.46288 0.362
H 0.03465 -5.63402 5.77171 0.255
```

Output
Net charge ... -1
Relative energy (zero: lowest compared OMol25 entry of this formula, charge and spin) ... 0.00 kcal/mol
HOMO-LUMO gap (alpha / beta) ... 6.84 / 3.74 eV